No. 1
Formula: C39H47CsN8O5SSe
Source: the OMol25 dataset
Level of theory: wB97M-V/def2-TZVPD

Summary:
Multiplicity   2
Energy relative to the best compared isomer or geometry (same formula, charge and spin)   267.6 kJ/mol
Charge   -1
Gap between HOMO and LUMO (spin up / spin down)   3.6 / 5.8 eV
E   -140091.6408 eV

Last column: Löwdin charge in e.
CARTESIAN COORDINATES (ANGSTROEM)
Cs -1.03 0.64 0.10  1.07
C 1.19 4.17 -0.86  -0.10
O 1.24 3.35 0.29  -0.21
C 2.17 3.79 1.24  -0.22
C 2.10 2.89 2.46  -0.18
O 2.43 1.55 2.23  -0.14
C 3.72 1.26 1.74  -0.19
C 3.70 0.99 0.25  -0.22
O 2.93 -0.16 0.04  -0.18
C 2.59 -0.38 -1.32  -0.08
H 1.03 5.22 -0.59  0.10
H 0.37 3.82 -1.47  0.06
H 2.13 4.10 -1.43  0.09
H 1.94 4.82 1.56  0.13
H 3.19 3.79 0.82  0.12
H 1.06 2.88 2.81  0.11
H 2.75 3.33 3.24  0.13
H 4.06 0.36 2.26  0.12
H 4.43 2.07 1.96  0.13
H 4.73 0.87 -0.12  0.13
H 3.23 1.83 -0.27  0.11
H 3.40 -0.88 -1.86  0.09
H 2.36 0.57 -1.82  0.09
H 1.69 -0.99 -1.32  0.06
C -2.19 1.57 -4.98  -0.05
C -1.83 1.78 -3.52  -0.29
N -1.53 0.78 -2.71  -0.05
N -1.58 -0.48 -3.23  0.02
C -1.11 -1.42 -2.43  -0.52
O -0.53 -1.29 -1.31  -0.43
C -1.28 -2.80 -3.00  -0.13
C -1.38 -3.03 -4.37  -0.03
C -1.49 -4.32 -4.87  -0.09
C -1.50 -5.41 -3.99  -0.10
C -1.42 -5.19 -2.63  -0.10
C -1.30 -3.90 -2.14  -0.05
C -1.84 3.11 -2.99  -0.21
C -2.06 4.24 -3.82  -0.03
C -2.09 5.50 -3.28  -0.07
C -1.88 5.66 -1.89  -0.06
C -1.65 4.51 -1.14  -0.19
N -1.62 3.29 -1.64  0.06
H -2.24 0.50 -5.16  0.05
H -1.43 2.00 -5.64  0.08
H -3.16 2.02 -5.21  0.08
H -1.38 -2.17 -5.03  0.10
H -1.56 -4.49 -5.93  0.09
H -1.58 -6.42 -4.38  0.09
H -1.44 -6.03 -1.95  0.10
H -1.23 -3.70 -1.07  0.10
H -2.21 4.12 -4.88  0.09
H -2.26 6.37 -3.91  0.10
H -1.90 6.64 -1.42  0.09
H -1.46 4.58 -0.07  0.10
S -4.09 0.69 3.62  0.39
C -2.99 1.59 2.95  -1.48
C 3.36 -6.04 -2.73  -0.05
C 2.51 -6.28 -1.52  -0.28
C 1.47 -5.42 -1.18  -0.02
C 0.69 -5.63 -0.05  -0.03
C 0.94 -6.72 0.78  -0.24
N 0.18 -7.02 1.92  0.13
C -1.00 -6.48 2.40  -0.53
O -1.86 -7.21 2.88  0.06
N -1.17 -5.13 2.35  0.14
C -0.26 -4.06 2.42  -0.24
C 1.10 -4.21 2.70  -0.02
C 1.89 -3.07 2.74  -0.04
C 1.31 -1.83 2.52  -0.13
N 0.01 -1.69 2.31  0.06
C -0.75 -2.77 2.26  -0.08
C 1.96 -7.60 0.44  -0.03
C 2.73 -7.38 -0.69  -0.05
H 2.82 -5.44 -3.47  0.08
H 3.67 -6.98 -3.20  0.07
H 4.26 -5.49 -2.46  0.08
H 1.24 -4.57 -1.81  0.12
H -0.12 -4.94 0.16  0.09
H 0.24 -7.99 2.20  0.14
H -2.13 -4.87 2.54  0.15
H 1.52 -5.19 2.89  0.11
H 2.94 -3.16 2.94  0.10
H 1.90 -0.92 2.52  0.09
H -1.81 -2.61 2.09  0.13
H 2.14 -8.47 1.05  0.11
H 3.52 -8.09 -0.94  0.11
C -0.37 5.40 5.19  -0.05
N -1.37 6.10 4.41  -0.18
C -2.16 7.13 4.87  -0.09
C -2.99 7.44 3.86  -0.09
N -2.69 6.59 2.82  -0.17
C -3.35 6.55 1.53  -0.04
C -1.68 5.75 3.14  -0.24
Se -2.16 3.12 2.78  0.52
H -0.26 5.87 6.16  0.08
H 0.59 5.41 4.67  0.08
H -0.66 4.35 5.32  0.07
H -2.06 7.55 5.86  0.10
H -3.75 8.20 3.80  0.10
H -4.24 7.18 1.55  0.08
H -3.63 5.53 1.30  0.07
H -2.69 6.90 0.74  0.06

---

No. 2
Formula: C39H47N7O2Pt
Source: the OMol25 dataset
Level of theory: wB97M-V/def2-TZVPD

Summary:
Multiplicity   2
Energy relative to the best compared isomer or geometry (same formula, charge and spin)   221.9 kJ/mol
Charge   -1
Gap between HOMO and LUMO (spin up / spin down)   4.8 / 4.5 eV
E   -58977.8117 eV

Last column: Löwdin charge in e.
CARTESIAN COORDINATES (ANGSTROEM)
Pt 0.35 0.77 -1.05  0.84
C -0.26 2.73 1.52  -0.20
N -0.82 2.12 0.35  -0.06
C -1.70 2.77 -0.35  -0.12
C -2.09 2.32 -1.63  -0.36
C -3.04 2.81 -2.54  -0.09
C -2.93 2.02 -3.68  -0.14
C -1.92 1.10 -3.43  -0.20
N -1.42 1.27 -2.20  -0.08
C -0.48 1.91 2.77  -0.21
C -1.75 1.76 3.29  -0.06
C -1.96 1.05 4.46  -0.10
C -0.88 0.48 5.12  -0.10
C 0.39 0.61 4.60  -0.08
C 0.59 1.32 3.43  -0.02
H -0.68 3.74 1.68  0.12
H 0.82 2.82 1.35  0.10
H -2.13 3.71 0.03  0.12
H -3.70 3.64 -2.38  0.08
H -3.50 2.10 -4.59  0.07
H -1.54 0.33 -4.09  0.09
H -2.59 2.21 2.78  0.11
H -2.96 0.94 4.86  0.10
H -1.04 -0.06 6.04  0.09
H 1.24 0.16 5.10  0.10
H 1.59 1.41 3.02  0.10
C 4.25 1.42 0.79  -0.05
C 3.39 0.30 1.29  -0.30
C 3.70 -0.38 2.47  -0.07
C 2.85 -1.39 2.92  -0.31
C 3.19 -2.13 4.19  -0.07
C 1.70 -1.71 2.22  -0.02
C 1.33 -1.03 1.05  -0.30
C 2.25 -0.04 0.61  -0.06
N 0.24 -1.20 0.26  -0.07
C -0.94 -1.94 0.65  -0.46
C -1.46 -1.58 2.05  -0.08
C -2.73 -2.36 2.38  -0.29
C -3.83 -2.00 1.38  -0.12
C -3.34 -2.35 -0.03  -0.29
C -3.08 -3.85 -0.11  -0.13
C -1.99 -4.22 0.89  -0.30
C -2.44 -3.86 2.31  -0.12
C -0.70 -3.47 0.56  -0.08
C -2.06 -1.58 -0.34  -0.10
H 5.20 1.47 1.32  0.07
H 3.72 2.36 0.91  0.07
H 4.44 1.30 -0.28  0.08
H 4.59 -0.13 3.02  0.09
H 4.04 -1.69 4.68  0.06
H 3.42 -3.18 3.97  0.07
H 2.34 -2.13 4.88  0.06
H 1.09 -2.51 2.62  0.09
H 2.01 0.51 -0.33  0.02
H -1.66 -0.51 2.07  0.11
H -0.72 -1.78 2.82  0.10
H -3.06 -2.11 3.39  0.13
H -4.05 -0.93 1.44  0.12
H -4.74 -2.55 1.60  0.11
H -4.11 -2.07 -0.76  0.14
H -2.75 -4.12 -1.12  0.11
H -3.99 -4.40 0.11  0.11
H -1.80 -5.30 0.84  0.13
H -1.66 -4.12 3.02  0.12
H -3.34 -4.43 2.57  0.11
H -0.39 -3.72 -0.45  0.10
H 0.09 -3.78 1.23  0.11
H -2.22 -0.51 -0.29  0.11
H -1.73 -1.81 -1.36  0.11
C 2.32 -3.29 -4.46  -0.06
N 1.93 -1.92 -4.27  -0.12
C 2.73 -0.85 -4.82  -0.06
C 2.41 0.32 -3.86  -0.46
O 2.79 1.47 -4.03  0.04
N 1.66 -0.18 -2.84  0.10
C 1.46 -1.47 -3.05  -0.38
N 0.91 -2.31 -2.15  0.20
H 2.48 -3.47 -5.52  0.09
H 1.52 -3.94 -4.11  0.08
H 3.24 -3.55 -3.91  0.10
H 2.44 -0.61 -5.85  0.13
H 3.81 -1.08 -4.80  0.13
H 0.60 -1.82 -1.27  0.04
H 0.33 -3.05 -2.51  0.10
O 1.56 2.94 -0.96  -0.16
N 1.05 3.90 -1.65  -0.19
C 0.84 5.12 -1.07  -0.03
C 0.35 6.18 -1.78  -0.08
C 0.04 6.04 -3.14  -0.08
C 0.24 4.78 -3.71  -0.05
C 0.74 3.74 -2.97  -0.02
H 1.09 5.18 -0.02  0.13
H 0.20 7.13 -1.27  0.10
H -0.34 6.87 -3.71  0.09
H 0.02 4.60 -4.75  0.11
H 0.93 2.76 -3.36  0.10

---

No. 3
Formula: C39H48BaN6O2
Source: the OMol25 dataset
Level of theory: wB97M-V/def2-TZVPD

Summary:
Energy relative to the best compared isomer or geometry (same formula, charge and spin)   113.2 kJ/mol
Gap between HOMO and LUMO (spin up / spin down)   5.1 / 4.0 eV
E   -54949.6603 eV

Last column: Löwdin charge in e.
CARTESIAN COORDINATES (ANGSTROEM)
Ba -0.19 0.20 -0.67  1.59
C -1.19 3.85 0.06  -0.13
N -0.19 3.17 -0.77  -0.24
C -0.42 3.40 -2.20  -0.16
C -1.71 2.81 -2.73  -0.28
C -2.18 3.24 -3.97  -0.02
C -3.28 2.62 -4.53  -0.05
C -3.90 1.60 -3.82  -0.06
C -3.38 1.26 -2.59  -0.14
N -2.30 1.84 -2.05  0.03
C 1.20 3.53 -0.42  -0.15
C 1.66 2.98 0.89  -0.34
C 2.49 3.69 1.71  -0.08
C 2.95 3.12 2.92  -0.10
C 2.50 1.81 3.24  -0.12
C 1.69 1.15 2.38  -0.23
N 1.25 1.68 1.17  -0.11
C -1.08 3.33 1.46  -0.30
C -0.61 4.10 2.51  -0.04
C -0.47 3.52 3.76  -0.07
C -0.80 2.18 3.91  -0.08
C -1.28 1.49 2.81  -0.18
N -1.43 2.04 1.60  0.06
H -2.17 3.57 -0.32  0.11
H -1.09 4.94 0.01  0.13
H 0.39 2.91 -2.74  0.11
H -0.38 4.47 -2.46  0.14
H -1.67 4.04 -4.49  0.12
H -3.64 2.92 -5.50  0.11
H -4.76 1.09 -4.22  0.11
H -3.85 0.48 -1.99  0.11
H 1.33 4.62 -0.42  0.13
H 1.84 3.12 -1.22  0.12
H 2.78 4.69 1.43  0.11
H 3.61 3.67 3.58  0.08
H 2.80 1.33 4.17  0.09
H 1.32 0.15 2.62  0.08
H -0.34 5.13 2.34  0.12
H -0.10 4.10 4.60  0.10
H -0.70 1.68 4.87  0.10
H -1.55 0.45 2.90  0.07
C -1.05 -1.66 4.38  -0.04
C -1.41 -2.20 3.00  -0.18
C -0.44 -2.93 2.29  -0.18
C 0.98 -3.02 2.80  -0.04
C -0.78 -3.55 1.08  -0.19
C 0.24 -4.42 0.37  -0.04
C -2.06 -3.37 0.54  -0.19
C -2.38 -3.94 -0.83  -0.05
C -3.01 -2.63 1.24  -0.19
C -4.42 -2.48 0.70  -0.04
C -2.68 -2.02 2.46  -0.19
C -3.73 -1.15 3.13  -0.05
H -0.55 -0.68 4.32  0.06
H -0.39 -2.34 4.90  0.08
H -1.94 -1.55 5.00  0.08
H 1.23 -2.18 3.45  0.06
H 1.69 -3.00 1.97  0.06
H 1.16 -3.94 3.37  0.10
H 0.86 -3.83 -0.31  0.08
H -0.24 -5.20 -0.21  0.08
H 0.90 -4.90 1.09  0.08
H -2.80 -4.95 -0.77  0.10
H -1.49 -3.99 -1.46  0.07
H -3.11 -3.31 -1.36  0.06
H -4.55 -1.55 0.14  0.09
H -5.15 -2.47 1.51  0.07
H -4.68 -3.30 0.04  0.07
H -4.58 -1.73 3.48  0.09
H -4.11 -0.41 2.42  0.09
H -3.33 -0.61 3.98  0.06
N 7.09 -1.87 -2.64  0.18
C 6.65 -1.63 -1.38  -0.49
O 7.41 -1.45 -0.45  0.07
C 5.15 -1.57 -1.17  -0.12
C 4.70 -1.30 0.11  0.02
C 3.34 -1.25 0.34  -0.13
N 2.43 -1.46 -0.62  -0.01
C 2.87 -1.71 -1.85  -0.14
C 4.22 -1.77 -2.17  0.00
H 8.09 -1.95 -2.77  0.11
H 6.48 -2.08 -3.40  0.08
H 5.41 -1.15 0.90  0.12
H 2.96 -1.03 1.33  0.09
H 2.10 -1.84 -2.61  0.08
H 4.49 -1.98 -3.19  0.11
C -1.86 -1.58 -3.87  -0.17
O -1.09 -0.48 -4.26  -0.29
C 0.12 -0.36 -3.54  -0.39
C 0.92 0.66 -4.33  -0.21
H -2.86 -1.47 -4.32  0.08
H -1.96 -1.63 -2.78  0.04
H -1.41 -2.52 -4.21  0.08
H 1.26 0.24 -5.29  0.06
H 1.82 0.97 -3.77  0.04
H 0.33 1.56 -4.59  0.05

---

No. 4
Formula: C39H48CaN10OSiTe
Source: the OMol25 dataset
Level of theory: wB97M-V/def2-TZVPD

Summary:
Energy relative to the best compared isomer or geometry (same formula, charge and spin)   31.7 kJ/mol
Charge   -2
Gap between HOMO and LUMO (spin up / spin down)   3.9 / 3.7 eV
E   -91784.4686 eV

Last column: Löwdin charge in e.
CARTESIAN COORDINATES (ANGSTROEM)
Ca 0.55 -0.19 0.12  1.25
N -0.22 3.53 0.80  0.13
C 0.30 2.95 1.96  -0.32
C 0.45 3.76 3.09  -0.02
C 1.03 3.23 4.22  -0.08
C 1.43 1.90 4.21  -0.06
C 1.24 1.17 3.05  -0.15
N 0.70 1.68 1.94  0.09
C -1.11 2.97 -0.11  -0.31
C -1.69 3.83 -1.06  -0.02
C -2.63 3.31 -1.92  -0.07
C -2.99 1.97 -1.81  -0.07
C -2.34 1.21 -0.86  -0.15
N -1.39 1.69 -0.05  0.09
H -0.26 4.53 0.84  0.12
H 0.08 4.78 3.07  0.11
H 1.15 3.84 5.10  0.10
H 1.89 1.44 5.07  0.10
H 1.53 0.13 2.99  0.09
H -1.39 4.87 -1.11  0.10
H -3.09 3.94 -2.67  0.10
H -3.73 1.52 -2.46  0.10
H -2.57 0.15 -0.73  0.07
C -1.62 -1.31 -3.25  -0.03
C -0.77 -0.08 -3.42  -0.35
C -0.81 0.61 -4.63  -0.08
C 0.02 1.73 -4.76  -0.11
C 0.82 2.12 -3.72  -0.06
C 0.80 1.39 -2.49  -0.46
N -0.01 0.29 -2.40  0.06
N 1.52 1.69 -1.40  -0.11
Si 2.62 3.00 -1.38  0.37
C 1.80 4.69 -1.71  -0.19
C 4.02 2.81 -2.63  -0.18
C 3.50 3.23 0.26  -0.17
H -2.41 -1.35 -4.00  0.08
H -2.07 -1.35 -2.26  0.04
H -1.00 -2.20 -3.35  0.07
H -1.45 0.27 -5.43  0.09
H 0.03 2.29 -5.69  0.09
H 1.46 2.98 -3.82  0.07
H 0.90 4.60 -2.33  0.00
H 2.49 5.38 -2.22  0.02
H 1.51 5.16 -0.76  0.00
H 3.68 2.76 -3.67  0.01
H 4.56 1.88 -2.42  0.03
H 4.73 3.64 -2.55  0.02
H 2.84 3.16 1.12  0.01
H 3.95 4.23 0.26  0.03
H 4.30 2.50 0.38  0.02
N 7.53 -2.76 2.86  0.05
C 6.50 -2.39 2.46  -0.29
C 5.26 -1.94 1.98  -0.28
C 4.24 -2.83 1.51  -0.07
C 3.05 -2.34 1.06  -0.21
N 2.72 -1.01 1.01  -0.09
C 3.70 -0.17 1.45  -0.21
C 4.92 -0.55 1.92  -0.07
H 4.41 -3.90 1.51  0.09
H 2.29 -3.02 0.71  0.08
H 3.46 0.89 1.41  0.06
H 5.63 0.20 2.24  0.09
N -3.24 -5.61 -1.56  0.09
C -2.22 -5.06 -1.62  -0.27
C -0.98 -4.39 -1.72  -0.26
C -0.01 -4.65 -2.76  -0.10
C 1.10 -3.82 -2.78  -0.15
C 1.26 -2.80 -1.86  -0.20
N 0.33 -2.55 -0.86  -0.06
C -0.72 -3.34 -0.82  -0.20
H -0.15 -5.44 -3.48  0.08
H 1.87 -3.96 -3.53  0.09
H 2.13 -2.15 -1.88  0.09
H -1.45 -3.15 -0.04  0.05
C -5.34 -2.80 -2.06  -0.48
Te -4.53 -2.34 -0.14  1.15
C -5.44 -0.42 -0.02  -0.47
H -4.98 -2.08 -2.79  -0.01
H -6.42 -2.80 -2.03  -0.01
H -4.96 -3.79 -2.31  -0.04
H -6.51 -0.51 0.12  -0.01
H -5.22 0.16 -0.92  -0.02
H -5.00 0.09 0.84  -0.02
O -3.19 2.08 2.84  0.01
C -2.69 1.03 2.55  -0.41
N -2.26 -0.03 2.24  0.08
C -2.46 -2.85 3.26  -0.09
C -1.16 -2.04 3.10  -0.64
C -0.01 -2.99 2.82  -0.07
C -0.89 -1.32 4.43  -0.07
C -1.25 -1.04 1.93  -0.27
H -2.42 -3.51 4.13  0.07
H -2.63 -3.47 2.38  0.05
H -3.32 -2.18 3.38  0.07
H 0.04 -3.78 3.58  0.08
H 0.94 -2.46 2.80  0.06
H -0.13 -3.48 1.84  0.06
H -0.81 -2.05 5.24  0.07
H -1.70 -0.63 4.68  0.07
H 0.04 -0.76 4.39  0.05
H -1.71 -1.61 1.10  0.00